[1]
DFT (the ωB97M-V functional and the def2-TZVPD basis) results for a structure of composition C9H19BeF6N3O9S4 in a non-equilibrium geometry.

- Energy relative to the best compared isomer or geometry (same formula, charge and spin): 0.0000 eV
- HOMO energy (alpha / beta): -6.97 / -6.97 eV
- LUMO (alpha / beta): -0.9 / -2.3 eV
- Gap between HOMO and LUMO (alpha / beta): 6.0 / 4.6 eV
- Calculated total energy: -92576.918 eV
- Expectation value of S²: 0.806

ORCA input file:
```
! wB97M-V def2-TZVPD RIJCOSX def2/J DEFGRID3
* xyz -1 2
Be 0.242 -1.841 1.283
F 2.729 -2.313 1.155
F 0.543 -4.181 0.307
N 3.054 -2.843 -2.063
S 3.853 -1.886 -2.921
O 3.991 -0.563 -2.323
O 3.742 -1.991 -4.363
F 5.285 -2.553 -2.534
S 1.484 -2.139 -2.389
O 1.173 -1.534 -3.645
O 0.845 -1.574 -1.222
F 0.783 -3.549 -2.634
N -1.557 -2.218 2.762
S -2.666 -3.229 2.844
O -3.919 -2.775 2.345
O -2.742 -4.304 3.849
F -2.018 -4.209 1.667
S -2.143 -1.366 4.146
O -2.084 -2.049 5.443
O -3.195 -0.303 3.892
F -0.926 -0.301 4.255
C 2.488 1.246 0.372
C 1.045 1.738 -0.091
C 1.078 1.703 -1.630
C -0.199 1.846 -2.390
C -1.239 0.946 -1.753
C -1.431 1.111 -0.252
N -0.092 0.806 0.369
O -0.140 0.563 1.765
C -2.131 2.482 0.120
C -2.396 -0.017 0.210
C 0.918 3.232 0.406
H 2.488 1.189 1.461
H 3.245 2.009 0.189
H 2.836 0.346 -0.134
H 1.788 2.429 -2.027
H 1.568 0.794 -1.979
H 0.062 1.543 -3.404
H -0.581 2.864 -2.324
H -1.018 -0.093 -1.998
H -2.188 1.319 -2.139
H -1.973 2.859 1.130
H -1.826 3.327 -0.497
H -3.214 2.396 0.022
H -2.037 -1.004 -0.081
H -2.447 -0.104 1.295
H -3.400 0.091 -0.201
H 0.570 3.140 1.435
H 0.178 3.698 -0.244
H 1.831 3.826 0.371
H -0.258 1.435 2.148
*
```


[2]
DFT (the ωB97M-V functional and the def2-TZVPD basis) results for a structure of composition C9H19BrMnNO in a non-equilibrium geometry.

- HOMO energy (alpha / beta): -16.52 / -16.63 eV
- LUMO (alpha / beta): -10.5 / -10.4 eV
- Gap between HOMO and LUMO (alpha / beta): 6.1 / 6.2 eV
- Calculated total energy: -114521.553 eV
- Expectation value of S²: 12.013

ORCA input file:
```
! wB97M-V def2-TZVPD RIJCOSX def2/J DEFGRID3
* xyz 2 7
Mn 0.697 -4.970 -4.652
Br 0.284 -2.445 -4.389
C -2.238 0.560 0.679
C -1.056 0.965 -0.210
C -0.330 2.033 0.552
C 0.644 1.572 1.661
C 1.606 0.557 1.134
C 0.928 -0.655 0.418
N -0.071 -0.167 -0.500
O -0.694 -1.204 -1.069
C 2.034 -1.404 -0.471
C 0.336 -1.558 1.559
C -1.553 1.582 -1.503
H -1.944 0.423 1.720
H -3.019 1.320 0.703
H -2.723 -0.379 0.411
H 0.330 2.548 -0.147
H -1.075 2.726 0.942
H 1.173 2.443 2.049
H 0.033 1.171 2.470
H 2.275 0.183 1.909
H 2.393 1.027 0.545
H 2.952 -1.468 0.112
H 2.295 -0.835 -1.364
H 1.595 -2.360 -0.757
H -0.323 -2.350 1.202
H -0.281 -0.947 2.218
H 1.008 -2.044 2.266
H -2.260 2.388 -1.308
H -0.819 1.951 -2.219
H -2.035 0.854 -2.156
H -0.162 -1.516 -1.806
*
```


[3]
DFT (the ωB97M-V functional and the def2-TZVPD basis) results for a structure of composition C9H19BrN2O3PdS in a non-equilibrium geometry.

- HOMO energy: -15.76 eV
- LUMO: -12.5 eV
- Gap between HOMO and LUMO: 3.3 eV
- Calculated total energy: -103098.374 eV

ORCA input file:
```
! wB97M-V def2-TZVPD RIJCOSX def2/J DEFGRID3
* xyz 2 1
N 2.664 1.657 1.123
C 2.880 1.508 -0.290
C 2.901 0.022 -0.740
C 1.531 -0.473 -1.224
C 0.811 -1.299 -0.155
C -0.471 -2.025 -0.602
C -1.809 -1.441 -0.126
C -2.164 -0.037 -0.701
N -2.014 0.140 -2.120
C -1.397 1.162 -0.079
S -1.448 1.085 1.688
O -0.112 1.143 2.280
O -2.226 2.248 2.248
O -2.320 -0.096 1.984
C -2.070 -1.520 1.394
Br -0.778 -2.345 2.511
H 3.150 1.031 1.752
H 1.761 1.937 1.468
H 2.101 2.068 -0.812
H 3.834 1.981 -0.563
H 3.669 -0.119 -1.501
H 3.212 -0.584 0.118
H 0.916 0.394 -1.507
H 1.631 -1.055 -2.146
H 0.601 -0.658 0.710
H 1.513 -2.041 0.234
H -0.519 -2.087 -1.693
H -0.435 -3.062 -0.261
H -2.598 -2.072 -0.551
H -3.218 0.153 -0.469
H -1.053 0.080 -2.436
H -2.566 -0.502 -2.678
H -1.927 2.074 -0.363
H -0.345 1.214 -0.363
H -3.021 -1.973 1.652
Pd -0.681 3.490 2.217
*
```


[4]
DFT (the ωB97M-V functional and the def2-TZVPD basis) results for a structure of composition C9H19InNO in a non-equilibrium geometry.

- Energy relative to the best compared isomer or geometry (same formula, charge and spin): 1.5069 eV
- HOMO energy: -22.62 eV
- LUMO: -17.4 eV
- Gap between HOMO and LUMO: 5.2 eV
- Calculated total energy: -18314.543 eV

ORCA input file:
```
! wB97M-V def2-TZVPD RIJCOSX def2/J DEFGRID3
* xyz 3 1
In 4.036 -0.541 -0.345
C 0.627 -2.206 -1.510
C -0.084 -1.056 -0.782
C -0.720 -1.674 0.518
C -1.291 -0.679 1.594
C -0.160 0.353 1.909
C 0.313 1.115 0.573
N 0.749 0.064 -0.362
O 1.460 0.531 -1.409
C -0.770 2.008 -0.046
C 1.500 2.011 1.168
C -1.237 -0.546 -1.675
H 0.963 -1.777 -2.454
H 0.038 -3.099 -1.720
H 1.426 -2.637 -0.907
H -1.564 -2.257 0.150
H 0.044 -2.317 0.956
H -1.717 -1.241 2.424
H -2.118 -0.111 1.168
H 0.619 -0.159 2.474
H -0.547 1.110 2.591
H -1.734 1.892 0.449
H -0.385 3.025 0.031
H -0.956 2.028 -1.120
H 2.056 2.501 0.369
H 1.043 2.700 1.878
H 2.152 1.313 1.693
H -0.916 0.130 -2.468
H -1.967 0.022 -1.097
H -1.663 -1.461 -2.087
H 0.802 0.958 -1.963
*
```


[5]
DFT (the ωB97M-V functional and the def2-TZVPD basis) results for the ion C9H19N2 with charge +1 in a non-equilibrium geometry.

- Energy relative to the best compared isomer or geometry (same formula, charge and spin): 4.3687 eV
- HOMO energy: -13.59 eV
- LUMO: -2.4 eV
- Gap between HOMO and LUMO: 11.2 eV
- Calculated total energy: -12611.478 eV
- SMILES string: CC/C=N/C[C@]1(C)C[N@H+]1CC

ORCA input file:
```
! wB97M-V def2-TZVPD RIJCOSX def2/J DEFGRID3
* xyz 1 1
C -0.023 1.731 -0.136
C 1.470 -0.347 0.168
C -1.264 1.540 -2.038
C 0.754 0.876 0.776
C 1.662 1.471 1.858
C -2.153 -0.681 -2.846
C 0.565 -2.722 2.043
C -1.861 0.810 -3.128
C 0.636 -1.246 2.481
N -0.917 0.956 -0.952
N 0.388 -0.506 1.171
H -0.505 2.415 0.469
H 0.807 2.315 -0.623
H 1.245 -0.771 -0.888
H 2.511 -0.741 0.495
H -0.933 2.642 -2.002
H 2.352 2.253 1.575
H 2.312 0.792 2.290
H 0.994 2.138 2.478
H -2.614 -0.710 -1.819
H -1.223 -1.071 -2.763
H -2.685 -1.154 -3.768
H 1.027 -3.420 2.875
H -0.547 -3.099 1.970
H 1.088 -3.003 1.195
H -2.714 1.172 -3.490
H -1.249 0.812 -3.988
H 1.617 -0.840 2.685
H -0.168 -0.784 3.128
H -0.572 -0.826 0.783
*
```


[6]
DFT (the ωB97M-V functional and the def2-TZVPD basis) results for an isolated molecule of C9H19N2O3P in a non-equilibrium geometry.

- Energy relative to the best compared isomer or geometry (same formula, charge and spin): 3.2666 eV
- HOMO energy: -7.88 eV
- LUMO: 0.7 eV
- Gap between HOMO and LUMO: 8.5 eV
- Calculated total energy: -28050.141 eV
- SMILES string: CCN(CCOC(=O)NP(C)C)C(C)=O

ORCA input file:
```
! wB97M-V def2-TZVPD RIJCOSX def2/J DEFGRID3
* xyz 0 1
C -0.175 -2.900 -0.108
C -0.507 -1.346 0.268
N -1.892 -1.068 -0.171
C -2.006 -0.319 -1.437
C -1.705 1.251 -1.345
O -0.297 1.450 -1.602
C 0.410 1.976 -0.529
O 0.074 2.005 0.670
N 1.768 2.502 -0.853
P 3.032 1.363 -0.380
C 3.028 0.953 1.460
C 3.081 -0.172 -1.474
C -2.801 -0.635 0.865
C -2.441 0.088 2.226
O -4.033 -0.810 0.643
H 0.413 -3.342 0.775
H -1.113 -3.517 -0.251
H 0.499 -2.945 -1.037
H -0.301 -1.261 1.376
H 0.241 -0.743 -0.364
H -1.365 -0.770 -2.272
H -3.086 -0.411 -1.813
H -2.261 1.721 -2.236
H -2.122 1.762 -0.426
H 1.893 3.357 -0.295
H 3.056 -0.181 1.650
H 4.020 1.348 1.882
H 2.208 1.440 2.071
H 2.279 -0.219 -2.278
H 4.100 -0.171 -1.998
H 3.029 -1.146 -0.870
H -3.327 0.614 2.701
H -1.589 0.834 2.165
H -2.110 -0.709 2.986
*
```


[7]
DFT (the ωB97M-V functional and the def2-TZVPD basis) results for an isolated molecule of C9H19N3O4 in a non-equilibrium geometry.

- Energy relative to the best compared isomer or geometry (same formula, charge and spin): 3.0641 eV
- HOMO energy: -9.14 eV
- LUMO: 0.4 eV
- Gap between HOMO and LUMO: 9.6 eV
- Calculated total energy: -22299.029 eV
- SMILES string: NCCCC[C@H](N)C(=O)N[C@@H](CO)C(=O)O

ORCA input file:
```
! wB97M-V def2-TZVPD RIJCOSX def2/J DEFGRID3
* xyz 0 1
C 0.181 -1.618 0.976
C 1.053 -1.028 -0.135
C -1.277 -1.572 0.324
C -1.813 -0.141 0.139
C -3.116 -0.213 -0.679
C -3.850 1.224 -0.372
C 2.840 0.673 -0.643
C 4.008 -0.200 -0.968
C 3.297 1.961 0.003
H 0.006 -0.023 2.277
H 0.986 -1.359 2.876
H 0.603 -2.667 1.321
H -1.503 -2.237 -0.630
H -1.990 -2.103 0.972
H -1.023 0.607 -0.147
H -1.995 0.168 1.249
H -2.878 -0.602 -1.728
H -3.647 -1.057 -0.171
H -3.242 2.099 -0.716
H -3.890 1.464 0.709
H -4.994 1.012 -2.093
H -5.806 0.505 -0.497
H 1.835 0.265 1.108
H 2.402 1.008 -1.658
H 2.412 2.531 0.039
H 4.218 2.360 -0.647
H 4.413 1.099 1.361
H 2.549 -1.217 -1.471
N 0.166 -1.030 2.299
N -5.214 1.208 -0.974
N 1.756 0.130 0.053
O 1.146 -1.744 -1.223
O 5.131 0.200 -0.683
O 3.599 1.575 1.378
O 3.638 -1.280 -1.649
*
```


[8]
DFT (the ωB97M-V functional and the def2-TZVPD basis) results for the ion C9H19N4O with charge +1 in a non-equilibrium geometry.

- Energy relative to the best compared isomer or geometry (same formula, charge and spin): 3.5023 eV
- HOMO energy: -12.38 eV
- LUMO: -2.3 eV
- Gap between HOMO and LUMO: 10.1 eV
- Calculated total energy: -17638.763 eV
- SMILES string: [H]/N=C(/NN1CCCC[N@@H+](C)C1=C)OC

ORCA input file:
```
! wB97M-V def2-TZVPD RIJCOSX def2/J DEFGRID3
* xyz 1 1
C -0.567 2.033 -1.136
C -0.560 0.788 -0.760
C -1.199 -2.024 -1.452
C -2.451 -1.788 -0.703
C 0.056 -1.680 -0.762
C -2.861 -0.314 -0.274
C 2.176 0.729 0.346
C -1.234 0.197 1.660
C 4.411 1.095 1.259
N 1.642 0.074 -0.740
N 0.309 -0.181 -0.922
N 1.442 1.181 1.277
N -1.771 0.534 0.254
O 3.513 0.777 0.152
H -1.288 2.834 -0.795
H -1.135 -3.167 -1.640
H -1.096 -1.452 -2.426
H -3.422 -2.209 -1.015
H -2.153 -2.251 0.234
H -0.131 -1.830 0.243
H 1.044 -2.093 -1.027
H -3.274 0.170 -1.242
H -3.752 -0.430 0.372
H -0.251 0.624 1.684
H -1.941 0.423 2.498
H -1.082 -0.927 1.555
H 5.301 0.712 0.956
H 3.904 0.599 2.171
H 4.536 2.178 1.398
H 2.203 0.172 -1.600
H -0.066 2.405 -2.057
H 1.802 1.313 2.160
H -2.102 1.510 0.335
*
```


[9]
DFT (the ωB97M-V functional and the def2-TZVPD basis) results for a cluster of 2 separate species, C9H19N5 in total in a non-equilibrium geometry.

- Energy relative to the best compared isomer or geometry (same formula, charge and spin): 3.2945 eV
- HOMO energy (alpha / beta): -16.27 / -16.26 eV
- LUMO (alpha / beta): -8.1 / -8.1 eV
- Gap between HOMO and LUMO (alpha / beta): 8.1 / 8.1 eV
- Calculated total energy: -17071.458 eV

ORCA input file:
```
! wB97M-V def2-TZVPD RIJCOSX def2/J DEFGRID3
* xyz 2 1
C -0.405 0.140 -0.149
C 1.760 -0.416 -0.069
C -2.783 -0.906 -0.418
C 0.944 1.952 -0.270
C 1.077 3.084 -1.260
C -3.856 0.453 1.433
C 2.298 -2.716 0.639
C 3.998 -0.903 0.462
C -4.011 -0.203 0.101
N -2.843 -1.930 -1.149
N 1.911 0.862 -0.403
N -0.532 1.371 -0.390
N 0.421 -0.793 -0.023
N 2.623 -1.298 0.295
H 0.904 2.342 0.709
H 1.678 3.881 -0.879
H 0.183 3.568 -1.523
H 1.613 2.752 -2.228
H -4.772 0.773 1.854
H -3.356 1.466 1.329
H -3.392 -0.084 2.264
H 2.381 -2.767 1.731
H 1.266 -2.931 0.592
H 2.902 -3.364 0.074
H 4.651 -1.730 1.062
H 4.410 -0.731 -0.585
H 4.021 0.047 1.052
H -4.863 -0.848 0.008
H -4.056 0.653 -0.630
H -3.680 -2.467 -1.340
H 2.812 1.241 -0.754
H -1.266 1.882 0.040
H -2.039 -2.383 -1.577
*
```


[10]
DFT (the ωB97M-V functional and the def2-TZVPD basis) results for an isolated molecule of C9H19NOSi in a non-equilibrium geometry.

- Energy relative to the best compared isomer or geometry (same formula, charge and spin): 0.6830 eV
- HOMO energy: -9.06 eV
- LUMO: 0.8 eV
- Gap between HOMO and LUMO: 9.9 eV
- Calculated total energy: -21057.117 eV
- SMILES string: CC[C@H](C#N)[Si](CC)(CC)OC

ORCA input file:
```
! wB97M-V def2-TZVPD RIJCOSX def2/J DEFGRID3
* xyz 0 1
C 0.332 -2.497 0.129
C 1.030 -0.204 -2.787
C 2.188 2.039 0.026
C -2.707 0.348 -0.025
C -1.226 -1.190 2.871
C 0.300 -1.263 -1.976
C 1.520 1.439 1.258
C -1.403 1.142 -0.084
C 0.800 -1.339 -0.538
N -0.091 -3.408 0.687
O -0.332 -0.250 2.332
Si 0.037 0.321 0.870
H 0.910 0.779 -2.337
H 2.094 -0.428 -2.842
H 0.639 -0.171 -3.802
H 2.611 1.254 -0.596
H 1.469 2.597 -0.567
H 2.992 2.713 0.313
H -2.565 -0.663 -0.402
H -3.068 0.272 0.999
H -3.478 0.833 -0.621
H -2.055 -0.663 3.348
H -0.687 -1.768 3.621
H -1.603 -1.866 2.108
H 0.447 -2.240 -2.454
H -0.774 -1.063 -1.986
H 1.184 2.249 1.908
H 2.263 0.879 1.827
H -1.581 2.139 0.327
H -1.131 1.291 -1.129
H 1.884 -1.282 -0.476
*
```


[11]
DFT (the ωB97M-V functional and the def2-TZVPD basis) results for a structure of composition C9H20CdN2O4S in a non-equilibrium geometry.

- Energy relative to the best compared isomer or geometry (same formula, charge and spin): 0.0000 eV
- HOMO energy: -14.58 eV
- LUMO: -12.4 eV
- Gap between HOMO and LUMO: 2.2 eV
- Calculated total energy: -36204.968 eV

ORCA input file:
```
! wB97M-V def2-TZVPD RIJCOSX def2/J DEFGRID3
* xyz 2 1
C 4.799 -0.602 0.737
C 3.325 -0.223 0.629
C 2.672 -0.326 -0.766
C 1.562 0.701 -1.077
N 0.528 0.351 -0.136
C -0.856 0.694 -0.490
C -1.318 0.212 -1.843
O -1.007 2.111 -0.421
S -1.213 2.618 1.092
O 0.031 3.143 1.574
O -2.446 3.342 1.143
O -1.370 1.147 1.712
C -1.740 0.193 0.700
N -3.132 0.247 0.463
C -3.839 -0.945 -0.003
C -3.668 -2.171 0.904
H 5.416 0.136 0.163
H 4.953 -1.653 0.410
H 5.215 -0.544 1.745
H 3.192 0.784 1.039
H 2.773 -0.911 1.277
H 2.248 -1.323 -0.920
H 3.459 -0.124 -1.622
H 1.224 0.589 -2.104
H 1.962 1.716 -0.960
H 0.735 0.826 0.739
H -0.645 0.490 -2.653
H -1.408 -0.878 -1.836
H -2.293 0.657 -2.038
H -1.355 -0.766 1.075
H -3.591 0.653 1.271
H -3.531 -1.175 -1.027
H -4.893 -0.666 -0.061
H -4.449 -2.901 0.682
H -3.744 -1.891 1.956
H -2.705 -2.668 0.749
Cd 5.109 -0.844 -2.103
*
```


[12]
DFT (the ωB97M-V functional and the def2-TZVPD basis) results for a structure of composition C9H20F6N4O11P2S2Zn in a non-equilibrium geometry.

- Energy relative to the best compared isomer or geometry (same formula, charge and spin): 0.3273 eV
- HOMO energy: -9.17 eV
- LUMO: -0.1 eV
- Gap between HOMO and LUMO: 9.1 eV
- Calculated total energy: -143113.915 eV

ORCA input file:
```
! wB97M-V def2-TZVPD RIJCOSX def2/J DEFGRID3
* xyz 0 1
Zn -0.195 0.521 0.736
F 2.274 4.519 0.692
C 1.732 3.316 0.807
F 2.555 2.555 1.540
F 0.594 3.450 1.511
S 1.431 2.513 -0.864
O 1.096 1.097 -0.481
O 2.707 2.617 -1.487
N 0.261 3.338 -1.411
S -0.742 2.549 -2.496
O -2.199 1.277 -0.179
O -0.294 2.825 -3.852
C -2.059 3.911 -2.232
F -1.837 4.951 -3.016
F -2.166 4.354 -0.972
F -3.285 3.407 -2.549
C -4.601 -0.956 2.333
C -3.616 -0.547 1.242
O -4.212 -0.626 -0.042
P -3.201 1.236 1.375
O -4.346 2.168 0.861
O -3.332 1.509 2.956
O -1.736 1.824 1.130
P -2.158 -1.707 1.273
O -1.733 -1.629 2.846
O -2.646 -3.047 0.912
O -0.991 -1.130 0.500
H -5.534 -0.405 2.218
H -4.188 -0.757 3.318
H -4.796 -2.023 2.229
H -4.038 -1.506 -0.409
H -4.500 2.147 -0.096
H -3.464 2.443 3.168
H -2.010 -2.457 3.261
C -0.287 0.148 5.237
N 0.793 -0.586 4.607
C 1.857 -0.979 5.516
C 0.994 -0.499 3.260
N 0.490 0.480 2.553
N 1.768 -1.450 2.690
C 2.279 -1.277 1.341
C 1.683 -2.836 3.131
H -0.575 -0.394 6.139
H -1.149 0.190 4.575
H 0.010 1.163 5.527
H 2.143 -0.125 6.137
H 2.729 -1.308 4.959
H 1.528 -1.786 6.175
H 0.111 1.203 3.150
H 2.645 -0.261 1.210
H 1.522 -1.480 0.578
H 3.107 -1.971 1.204
H 1.011 -2.919 3.980
H 2.669 -3.217 3.406
H 1.288 -3.453 2.320
*
```